Record 1
Formula: H26MnO15P
Source: OMol25
Level of theory: ωB97M-V/def2-TZVPD

The LUMO energy (spin up / spin down) comes out at -11.9019 / -11.9396 eV. The HOMO-LUMO gap (spin up / spin down) is 6.0 / 6.0 eV. The total energy is -71715.297 eV. Its total charge is +3. The strongest force on any atom comes out at 0.0599 hartree/bohr. The energy relative to the best compared isomer or geometry (same formula, charge and spin) is 3.837 eV. Its spin multiplicity is 6.

Each line ends with the natural charge from an NBO analysis.
Positions of all 43 atoms, in Å:
1 O 1.81777 -1.16164 -1.83262  -0.733
2 H 1.31540 -1.60347 -2.53125  0.533
3 H 1.21859 -0.41056 -1.54252  0.541
4 H 2.58996 -0.74671 -2.25194  0.564
5 O 0.14471 1.60816 -3.84317  -0.749
6 H 0.63679 0.91379 -4.30485  0.557
7 H 0.11813 1.37213 -2.87355  0.558
8 H -0.77942 1.66027 -4.12891  0.558
9 O -2.17650 -1.24428 -2.35485  -0.738
10 H -2.08477 -0.74663 -1.48690  0.553
11 H -2.65362 -0.68605 -2.98649  0.545
12 H -1.32079 -1.42500 -2.76042  0.535
13 O 0.89422 1.87306 2.80861  -0.765
14 H 0.97613 2.69321 3.31749  0.565
15 H 0.30253 1.98487 2.00883  0.541
16 H 0.55959 1.16312 3.38245  0.563
17 Mn -2.43561 1.84710 0.36585  1.729
18 P -0.21418 0.55670 -0.02796  2.565
19 O 0.39222 0.91649 -1.38616  -1.263
20 O 0.70549 -0.36830 0.71595  -1.180
21 O -1.63604 0.04802 -0.34216  -1.267
22 O -0.50222 1.82640 0.81747  -1.231
23 O 0.05672 -3.75204 0.27054  -0.970
24 H 0.64496 -3.22274 0.81654  0.465
25 H -0.81067 -3.33352 0.36409  0.481
26 O 2.13239 -1.99944 2.07133  -0.955
27 H 1.57599 -1.36979 1.59487  0.463
28 H 2.72373 -2.36155 1.40707  0.479
29 O 1.35231 3.39976 -1.03523  -0.911
30 H 0.78277 2.63433 -0.88726  0.453
31 H 2.03687 3.09164 -1.63404  0.461
32 O 2.87262 1.37463 0.36131  -0.917
33 H 2.34181 0.57658 0.40293  0.459
34 H 2.55238 1.83933 -0.41074  0.445
35 O -2.06980 -2.29212 0.73207  -0.939
36 H -2.99142 -2.34000 0.46353  0.483
37 H -1.81568 -1.37198 0.59113  0.467
38 O -2.84790 0.70408 2.13013  -1.024
39 H -2.11113 0.45798 2.70797  0.550
40 H -3.56357 0.93312 2.73508  0.537
41 O -0.57868 -0.85802 2.98276  -1.012
42 H -0.10189 -1.61355 3.34256  0.534
43 H -0.05019 -0.56740 2.23043  0.470

Cartesian forces, eV/Å:
0.2498 -0.4724 -0.5673
0.3228 -1.0431 -0.1204
-0.3493 1.2921 0.7366
0.8388 -0.1044 0.0982
-0.2285 0.1535 -0.3254
0.1603 0.0809 -0.7999
0.5333 -0.0237 2.0728
-0.1515 0.3474 -0.8727
-0.6720 -0.5366 -1.7348
0.8696 0.7686 1.8824
-0.7200 -0.2042 -0.3015
0.2511 -0.6546 0.1667
0.6551 0.1672 1.1023
0.3455 0.3346 0.2257
-0.3014 0.0526 -0.8635
0.0009 -0.5914 0.3571
-0.8603 -0.1740 1.3481
2.5818 -1.0707 1.2980
0.1257 -0.6553 -2.0406
-1.6536 0.9966 -1.5196
-1.8338 0.5257 -0.8673
-0.6047 0.8577 -0.5650
0.3834 0.2420 -0.8286
0.1385 -0.1834 0.3880
0.0718 -0.2844 0.2483
-0.2838 -0.1019 0.1327
0.6573 -0.4443 0.1191
0.3121 -0.1855 0.1553
-0.4298 0.1463 -0.0223
0.4612 0.5887 -0.1218
0.1759 0.3940 -0.2621
0.2551 -0.2424 -0.0467
0.1622 -0.2458 0.3793
0.1271 0.4260 0.1350
-0.5206 0.2595 -0.2108
-0.2489 -0.3382 0.2413
-0.2444 -0.5376 0.4939
-0.5648 1.0359 -0.3859
0.5246 -0.7933 0.2027
-0.3903 -0.1398 0.1903
-0.3321 1.2677 0.3666
-0.0193 -0.2940 0.2733
0.2052 -0.6162 -0.1573

---

Record 2
Formula: H26O13
Source: OMol25
Level of theory: ωB97M-V/def2-TZVPD

The LUMO energy comes out at -0.6564 eV. The HOMO-LUMO gap is 9.6 eV. The total energy is -27039.997 eV. Its total charge is 0. The strongest force on any atom comes out at 0.0370 hartree/bohr. The energy relative to the best compared isomer or geometry (same formula, charge and spin) is 1.950 eV.

Each line ends with the natural charge from an NBO analysis.
Positions of all 39 atoms, in Å:
1 O -0.78481 0.05440 3.73052  -0.964
2 H -0.80887 1.01027 3.82340  0.456
3 H -0.99133 -0.09954 2.79399  0.496
4 O 0.78170 -1.94663 -2.03017  -1.013
5 H 0.33420 -2.55385 -2.63217  0.493
6 H 1.15762 -2.51691 -1.32194  0.512
7 O -0.10551 -0.06667 -0.02047  -1.000
8 H -0.04079 -0.53740 -0.87289  0.516
9 H 0.64865 -0.37611 0.49833  0.487
10 O -2.44809 1.79600 1.40328  -0.958
11 H -2.33167 2.61981 0.92234  0.459
12 H -1.54534 1.44652 1.48638  0.497
13 O 0.69378 -0.16378 -4.31982  -0.956
14 H 1.49722 -0.40029 -4.79204  0.459
15 H 0.71469 -0.70196 -3.51326  0.489
16 O 1.89270 -1.40602 1.71919  -0.977
17 H 1.98147 -1.56556 2.66725  0.503
18 H 2.56752 -0.74221 1.50376  0.497
19 O 0.08015 2.53798 -1.12422  -0.971
20 H 0.10897 1.68995 -0.63850  0.488
21 H 0.99942 2.79796 -1.22831  0.461
22 O 2.83751 1.20085 1.06872  -0.970
23 H 3.19532 1.13979 0.17348  0.496
24 H 3.47317 1.73950 1.55630  0.495
25 O -2.54894 -0.38661 1.59240  -0.964
26 H -2.40044 -0.06877 0.69013  0.495
27 H -2.86877 -1.28819 1.48632  0.468
28 O -2.73040 0.83812 -1.19460  -0.967
29 H -2.09607 1.37864 -0.69826  0.497
30 H -3.57611 0.99346 -0.75713  0.491
31 O -2.34626 -1.31425 -2.87443  -0.986
32 H -2.40971 -0.93692 -3.75651  0.468
33 H -2.43904 -0.54974 -2.26981  0.498
34 O 2.32746 -3.30130 -0.20614  -0.974
35 H 3.26045 -3.12185 -0.35544  0.474
36 H 2.09261 -2.79172 0.60132  0.504
37 O 0.25552 1.89214 2.13157  -0.964
38 H 0.51261 2.20057 3.00619  0.470
39 H 1.05942 1.50030 1.75124  0.494

Cartesian forces, eV/Å:
0.2682 -0.3938 0.4675
-0.2681 -0.2937 -0.0593
-0.3221 -0.0300 0.3079
0.0100 -0.2833 0.1598
-0.2649 0.1173 0.1637
0.2141 0.1841 -0.4471
0.2358 0.2724 -0.4031
-0.0286 -0.1605 0.1471
-0.2895 -0.2472 0.1409
0.1366 1.6643 -0.4808
0.1916 0.4720 0.2395
-0.1196 0.4623 0.2428
0.0282 -0.0739 0.0334
-0.0245 0.0011 0.0057
0.0468 0.1898 -0.0799
0.3448 0.0048 0.0663
-0.2726 0.0875 -0.0336
-0.1346 0.0641 0.2140
-0.0500 -0.1681 0.2101
0.0805 0.1361 -0.1612
-0.0894 0.0546 -0.0387
0.4503 -0.1446 -0.1345
-0.1351 0.1107 0.0009
-0.0643 -0.0088 -0.0212
-0.2957 -1.8766 -0.0685
-0.1526 -0.3514 0.1663
0.1635 -0.1471 0.0703
-0.0297 0.1348 0.0052
-0.2257 -0.1206 -0.2919
0.1028 0.0228 0.0065
0.0455 0.0711 0.1511
0.0702 0.0319 0.0142
0.0063 -0.2593 -0.2822
-0.2134 0.0814 0.3827
-0.0295 -0.0444 -0.0514
0.2413 -0.2115 -0.2925
0.5774 0.4150 -0.3467
0.0631 0.0108 -0.1129
-0.2671 0.2260 0.1095

---

Record 3
Formula: H26O13
Source: OMol25
Level of theory: ωB97M-V/def2-TZVPD

The LUMO energy comes out at 0.1772 eV. The HOMO-LUMO gap is 11.1 eV. The total energy is -27041.255 eV. Its total charge is 0. The strongest force on any atom comes out at 0.0254 hartree/bohr. The energy relative to the best compared isomer or geometry (same formula, charge and spin) is 0.692 eV.

Each line ends with the natural charge from an NBO analysis.
Positions of all 39 atoms, in Å:
1 O 0.07487 0.49283 0.03677  -0.985
2 H 0.15319 -0.42881 0.28309  0.487
3 H 0.89354 0.89077 0.33284  0.493
4 O 0.44742 -1.69481 2.16790  -1.012
5 H 0.70775 -1.98447 3.04229  0.485
6 H -0.42814 -1.32701 2.28771  0.513
7 O -0.23705 1.93551 2.92268  -0.945
8 H -0.24155 1.20718 3.54377  0.459
9 H 0.30784 1.62932 2.19772  0.483
10 O -0.33505 -3.34104 -0.39815  -0.982
11 H -1.26507 -3.38317 -0.62071  0.485
12 H -0.32008 -3.25385 0.55496  0.494
13 O 2.12069 -0.78201 -2.38244  -0.974
14 H 2.24655 -0.92566 -1.44449  0.495
15 H 2.87088 -1.21127 -2.79376  0.472
16 O -2.18377 -0.93320 2.14506  -0.978
17 H -2.44114 -1.24724 1.27824  0.504
18 H -2.38538 0.00242 2.13096  0.492
19 O 2.38242 -2.02838 0.19448  -0.979
20 H 1.84335 -2.65844 -0.28369  0.483
21 H 1.90749 -1.87771 1.01177  0.496
22 O -0.75292 -1.90507 -2.68839  -0.968
23 H -0.61485 -2.76576 -2.29294  0.468
24 H 0.06908 -1.43782 -2.53932  0.503
25 O -0.63048 1.35036 -2.87226  -0.955
26 H -0.36966 1.07080 -1.99473  0.481
27 H 0.08193 1.91887 -3.16466  0.471
28 O -1.66236 3.37349 -0.55630  -0.965
29 H -2.51644 3.48027 -0.97508  0.481
30 H -1.39907 2.47904 -0.77281  0.486
31 O -2.92432 -1.93572 -0.49381  -0.989
32 H -3.68376 -1.81832 -1.06450  0.491
33 H -2.17377 -1.71157 -1.04396  0.503
34 O 2.33862 1.79373 1.48367  -0.986
35 H 2.22601 2.51169 0.86071  0.503
36 H 3.27032 1.80984 1.70256  0.485
37 O 1.18395 3.99690 0.06772  -0.979
38 H 0.26681 3.76515 0.21396  0.501
39 H 1.17228 4.94306 -0.07678  0.484

Cartesian forces, eV/Å:
-0.6184 0.3310 -0.4574
0.0939 -0.3309 0.0365
0.6579 0.0248 0.1451
0.8358 -0.4799 -0.0085
0.1781 -0.1404 0.2254
-1.2169 0.4691 -0.0342
-0.5361 0.1989 0.1979
0.0557 -0.1276 0.1714
0.3184 -0.0637 -0.1042
0.3980 -0.2288 -0.0119
-0.4765 -0.1572 0.1923
0.0799 0.0596 0.5056
-0.3883 0.2048 -0.4852
0.1614 -0.0968 0.7435
0.1437 -0.0943 -0.1678
0.3438 -0.0636 0.5871
-0.4059 -0.3038 -0.6904
0.0611 0.4338 0.0503
0.6229 0.1857 -0.4643
-0.2687 -0.3379 -0.1394
-0.3349 0.1660 0.3720
-0.9833 -0.0275 -0.1050
0.4093 -0.0870 -0.1580
0.6266 0.3604 -0.0798
-0.4434 0.1201 -0.1953
0.3240 -0.3951 0.4287
0.2010 0.1178 -0.0830
0.1264 0.2488 0.3477
-0.1407 0.0932 -0.1143
0.0652 -0.3785 -0.1864
-0.0782 -0.2537 0.5644
-0.2538 0.0423 -0.0951
0.5771 0.4351 -0.7303
-0.0885 -0.5290 -0.0132
-0.1630 0.8541 -0.2907
0.1760 -0.1782 0.1053
0.5111 -0.2448 0.0085
-0.6333 0.0083 -0.0302
0.0625 0.1647 -0.0367